(1)
Molecular formula: C5H5Cl
Method: DFT, ωB97M-V/def2-TZVPD

Calculated values
orbital gap: 0.338 Ha
spin multiplicity: 1
M: 100.5 g mol⁻¹
lowest unoccupied orbital energy: 0.330 eV
structure (SMILES): ClC1C=CC=C1

Geometry (Å):
Cl: -2.60 -0.03 -0.40
C: -0.99 0.02 0.45
C: -0.06 -1.15 0.06
C: 1.12 -0.73 -0.42
C: 1.08 0.74 -0.38
C: -0.14 1.15 0.01
H: -1.29 -0.01 1.50
H: -0.49 -2.15 0.12
H: 1.97 -1.38 -0.53
H: 1.94 1.38 -0.48
H: -0.52 2.17 0.08



(2)
Molecular formula: C5H5Cl
Method: DFT, ωB97M-V/def2-TZVPD

Calculated values
orbital gap: 0.336 Ha
spin multiplicity: 1
M: 100.5 g mol⁻¹
lowest unoccupied orbital energy: 0.803 eV
structure (SMILES): ClC1=CC=CC1

Geometry (Å):
Cl: 1.68 2.17 0.20
C: 0.52 0.90 0.08
C: -0.72 1.04 -0.33
C: -1.31 -0.22 -0.44
C: -0.30 -1.14 -0.13
C: 1.00 -0.43 0.34
H: -1.07 1.96 -0.50
H: -2.25 -0.63 -0.75
H: -0.31 -2.24 0.26
H: 0.91 -0.50 1.44
H: 1.86 -0.92 -0.17



Stability ranking, top entry: (1); the second entry is 71.4 kJ/mol less favorable.



(1)
Molecular formula: C5H30N2O10
Method: DFT, ωB97M-V/def2-TZVPD

Calculated values
orbital gap: 0.332 Ha
spin multiplicity: 1
M: 278.3 g mol⁻¹
lowest unoccupied orbital energy: 0.142 eV
structure (SMILES): CN[C@H](C=O)CCN.O.O.O.O.O.O.O.O.O

Geometry (Å):
C: 2.04 -2.38 0.13
N: 1.04 -1.31 0.27
C: 1.65 -0.04 0.51
C: 1.43 0.65 1.84
O: 0.34 0.56 2.37
C: 1.24 1.03 -0.57
C: -0.22 1.44 -0.61
N: -0.93 0.86 -1.77
H: 2.49 -2.75 1.06
H: 2.75 -2.05 -0.62
H: 1.46 -3.25 -0.18
H: 0.35 -1.58 0.95
H: 2.74 -0.01 0.40
H: 2.14 1.36 2.29
H: 1.79 1.96 -0.41
H: 1.64 0.53 -1.45
H: -0.26 2.53 -0.66
H: -0.78 1.15 0.28
H: -0.40 0.08 -2.13
H: -1.86 0.60 -1.50
O: 0.19 2.85 -4.04
H: -0.24 2.05 -3.68
H: 0.36 3.36 -3.23
O: -3.38 -2.23 -3.06
H: -2.65 -1.61 -2.91
H: -2.90 -3.05 -2.89
O: 4.25 2.09 1.05
H: 3.99 2.50 0.22
H: 3.81 1.24 1.08
O: -3.73 -1.71 -0.42
H: -3.88 -1.86 -1.38
H: -4.05 -2.46 0.08
O: -2.55 -0.63 1.99
H: -2.58 -0.46 1.02
H: -3.02 -1.46 1.83
O: -1.31 -3.33 0.80
H: -1.16 -4.16 1.28
H: -1.64 -2.78 1.52
O: -3.72 1.36 -0.17
H: -4.68 1.46 -0.19
H: -3.41 2.15 0.27
O: 3.56 1.65 -2.06
H: 4.42 1.92 -2.42
H: 2.91 1.93 -2.71
O: 1.54 -0.47 4.68
H: 1.24 -1.11 4.03
H: 1.88 0.25 4.15



(2)
Molecular formula: C5H30N2O10
Method: DFT, ωB97M-V/def2-TZVPD

Calculated values
orbital gap: 0.296 Ha
spin multiplicity: 1
M: 278.3 g mol⁻¹
lowest unoccupied orbital energy: 0.132 eV
structure (SMILES): N/C=C(\N)CCCO.O.O.O.O.O.O.O.O.O

Geometry (Å):
N: -0.93 2.11 2.45
C: -0.49 1.21 1.46
C: 0.69 1.18 0.86
N: 1.84 1.92 1.24
C: 0.91 0.26 -0.32
C: 1.40 -1.16 0.06
C: 0.27 -2.05 0.54
O: -0.65 -2.35 -0.56
H: -1.69 1.75 2.99
H: -0.21 2.49 3.04
H: -1.26 0.54 1.12
H: 1.69 2.54 2.03
H: 2.20 2.51 0.50
H: 0.00 0.16 -0.90
H: 1.63 0.69 -1.01
H: 1.84 -1.64 -0.82
H: 2.17 -1.10 0.83
H: 0.62 -3.03 0.87
H: -0.31 -1.61 1.36
H: -1.52 -1.92 -0.42
O: 1.37 -0.62 3.41
H: 0.45 -0.44 3.16
H: 1.90 -0.07 2.83
O: 4.25 0.21 0.18
H: 3.63 0.78 0.67
H: 3.77 0.00 -0.63
O: 0.96 -3.59 -2.49
H: 0.31 -3.29 -1.82
H: 1.55 -4.22 -2.07
O: -0.44 1.59 -2.86
H: -0.67 1.92 -3.72
H: -0.33 0.61 -2.99
O: -2.75 -0.87 2.56
H: -3.25 -1.56 2.98
H: -2.89 -1.01 1.60
O: -3.04 -1.08 -0.15
H: -3.83 -1.47 -0.53
H: -3.00 -0.15 -0.52
O: 1.01 3.52 -1.03
H: 0.66 2.86 -1.67
H: 0.27 3.64 -0.41
O: -0.29 -1.09 -3.02
H: -0.38 -1.49 -2.12
H: 0.33 -1.68 -3.46
O: -2.91 1.43 -1.09
H: -2.71 2.02 -0.36
H: -2.18 1.55 -1.74



Stability ranking, top entry: (2); the second entry is 300.0 kJ/mol less favorable.



(1)
Molecular formula: C5H30N2O10
Method: DFT, ωB97M-V/def2-TZVPD

Calculated values
orbital gap: 0.357 Ha
spin multiplicity: 1
M: 278.3 g mol⁻¹
lowest unoccupied orbital energy: 0.133 eV
structure (SMILES): CCNC(=O)CNC.O.O.O.O.O.O.O.O.O

Geometry (Å):
C: 1.07 0.86 -3.12
C: 0.13 2.04 -2.87
N: 0.59 3.01 -1.83
C: 0.58 2.74 -0.48
O: 1.08 3.31 0.41
C: -0.10 1.46 -0.06
N: -1.54 1.68 -0.01
C: -2.07 2.53 1.08
H: 1.00 0.11 -2.31
H: 0.89 0.27 -4.09
H: 2.03 1.25 -3.14
H: -0.88 1.72 -2.52
H: 0.22 2.63 -3.85
H: 0.92 3.86 -2.23
H: 0.18 0.61 -0.78
H: 0.37 1.19 0.95
H: -1.99 0.76 -0.01
H: -3.01 2.21 1.58
H: -1.27 2.62 1.87
H: -2.51 3.46 0.56
O: 3.18 2.06 1.99
H: 2.82 2.52 1.24
H: 2.50 2.07 2.59
O: -2.94 -2.36 0.24
H: -3.02 -1.97 1.06
H: -2.14 -2.73 0.22
O: 1.59 -3.54 2.47
H: 2.33 -3.53 1.85
H: 1.77 -2.90 3.18
O: -3.09 3.00 -1.91
H: -2.31 2.52 -1.43
H: -3.84 2.41 -1.53
O: 0.78 -3.55 -1.22
H: 0.82 -3.93 -2.15
H: -0.03 -3.55 -0.76
O: 4.02 -1.14 2.14
H: 3.76 -0.16 2.13
H: 4.16 -1.09 1.10
O: -1.08 -3.15 2.04
H: -0.33 -3.53 2.52
H: -1.90 -3.14 2.55
O: -1.69 -3.11 -1.82
H: -1.52 -3.01 -2.68
H: -2.70 -3.16 -1.73
O: 0.98 -1.02 3.26
H: 1.83 -1.02 2.94
H: 0.38 -1.31 2.53



(2)
Molecular formula: C5H30N2O10
Method: DFT, ωB97M-V/def2-TZVPD

Calculated values
orbital gap: 0.351 Ha
spin multiplicity: 1
M: 278.3 g mol⁻¹
lowest unoccupied orbital energy: 0.372 eV
structure (SMILES): CCN[C@@H](C)C(N)=O.O.O.O.O.O.O.O.O.O

Geometry (Å):
C: -1.88 0.33 1.57
C: -1.14 -0.88 2.11
N: -0.07 -1.38 1.17
C: -0.31 -2.65 0.42
C: -1.12 -2.33 -0.82
C: 1.11 -3.24 0.05
N: 1.84 -3.67 1.10
O: 1.50 -3.26 -1.11
H: -2.42 0.18 0.62
H: -1.21 1.17 1.38
H: -2.76 0.53 2.19
H: -0.54 -0.59 2.97
H: -1.86 -1.65 2.32
H: -0.01 -0.63 0.50
H: -0.78 -3.32 1.13
H: -0.72 -2.97 -1.64
H: -1.05 -1.35 -1.26
H: -2.16 -2.71 -0.86
H: 2.82 -3.81 0.92
H: 1.41 -3.56 1.99
O: -1.29 4.50 1.57
H: -1.59 3.74 1.04
H: -0.79 4.20 2.33
O: 2.39 2.06 0.97
H: 2.26 3.00 1.15
H: 1.71 1.47 1.27
O: -1.61 2.71 -0.42
H: -0.90 2.34 -0.96
H: -2.23 3.03 -1.09
O: -1.39 2.09 -3.21
H: -0.98 1.35 -2.76
H: -0.87 2.85 -3.45
O: 0.71 -2.85 3.75
H: 0.82 -2.00 3.30
H: 0.88 -2.55 4.66
O: 1.73 4.71 0.72
H: 1.76 5.06 -0.17
H: 0.83 4.47 0.96
O: 0.89 1.76 -1.54
H: 1.14 0.83 -1.76
H: 1.65 2.06 -1.03
O: 1.09 -0.83 -2.17
H: 1.76 -1.05 -2.82
H: 1.17 -1.59 -1.53
O: -2.20 -0.77 -3.44
H: -3.09 -0.57 -3.13
H: -2.12 -0.48 -4.35



Stability ranking, top entry: (2); the second entry is 264.9 kJ/mol less favorable.



(1)
Molecular formula: C6H16N
Method: DFT, ωB97M-V/def2-TZVPD

Calculated values
orbital gap: 0.423 Ha
spin multiplicity: 1
M: 102.2 g mol⁻¹
lowest unoccupied orbital energy: -3.410 eV
total charge: +1

Geometry (Å):
C: 0.90 -2.88 0.47
C: 0.85 -1.46 -0.05
C: 2.25 -0.85 -0.24
H: 1.46 -3.53 -0.21
H: -0.10 -3.30 0.56
H: 1.37 -2.91 1.46
H: 0.30 -0.83 0.66
H: 0.30 -1.40 -1.00
H: 2.21 0.17 -0.66
H: 2.79 -0.80 0.70
H: 2.82 -1.42 -0.97
C: -1.14 2.43 1.07
C: -1.48 1.53 -0.06
C: -2.57 0.83 -0.25
N: -0.38 1.38 -1.06
H: -2.01 2.56 1.70
H: -0.33 2.03 1.69
H: -0.81 3.41 0.70
H: -2.73 0.18 -1.10
H: -3.39 0.88 0.45
H: 0.29 2.14 -0.97
H: -0.74 1.33 -2.01
H: 0.15 0.51 -0.90



(2)
Molecular formula: C6H16N
Method: DFT, ωB97M-V/def2-TZVPD

Calculated values
orbital gap: 0.298 Ha
spin multiplicity: 1
M: 102.2 g mol⁻¹
lowest unoccupied orbital energy: -5.199 eV
total charge: +1

Geometry (Å):
C: 0.99 0.99 -2.54
C: 1.27 0.09 -1.35
C: 1.12 0.44 0.00
C: 0.14 -0.88 -0.82
C: 0.41 -2.09 0.14
C: -0.74 -2.28 1.11
N: -1.81 3.08 2.53
H: 0.09 1.59 -2.44
H: 0.89 0.38 -3.42
H: 1.86 1.63 -2.70
H: 2.15 -0.50 -1.60
H: 0.47 1.23 0.35
H: 1.91 0.09 0.65
H: -0.81 -0.36 -0.59
H: -0.25 -1.35 -1.72
H: 1.38 -2.05 0.63
H: 0.49 -2.97 -0.49
H: -0.65 -3.20 1.69
H: -0.96 -1.42 1.75
H: -1.67 -2.47 0.56
H: -1.56 4.07 2.55
H: -2.76 3.09 2.17
H: -1.96 2.89 3.52



(3)
Molecular formula: C6H16N
Method: DFT, ωB97M-V/def2-TZVPD

Calculated values
orbital gap: 0.373 Ha
spin multiplicity: 1
M: 102.2 g mol⁻¹
lowest unoccupied orbital energy: -3.228 eV
total charge: +1

Geometry (Å):
C: 0.16 -2.38 1.27
C: -0.65 -1.92 0.08
N: -1.44 -0.68 0.43
H: 0.67 -3.31 1.00
H: 0.94 -1.66 1.54
H: -0.45 -2.57 2.15
H: -0.01 -1.64 -0.75
H: -1.37 -2.67 -0.24
H: -1.99 -0.82 1.27
H: -2.07 -0.41 -0.33
H: -0.79 0.13 0.47
C: 0.10 1.60 -1.01
C: 1.04 1.30 -0.13
C: 2.30 0.56 -0.44
C: -1.12 2.43 -0.70
H: 0.17 1.23 -2.03
H: 0.95 1.74 0.87
H: 3.16 1.20 -0.25
H: 2.42 -0.34 0.17
H: 2.31 0.26 -1.49
H: -1.26 2.52 0.38
H: -2.03 2.00 -1.13
H: -1.04 3.42 -1.13



Stability ranking, top entry: (3); the second entry is 36.1 kJ/mol less favorable.



(1)
Molecular formula: C6H6
Method: DFT, ωB97M-V/def2-TZVPD

Calculated values
orbital gap: 0.313 Ha
spin multiplicity: 1
M: 78.1 g mol⁻¹
lowest unoccupied orbital energy: -0.032 eV
structure (SMILES): CC#CC#CC

Geometry (Å):
C: -0.25 1.27 -1.99
C: 0.82 0.18 -1.91
C: 1.36 -0.73 -1.27
C: 0.77 -0.77 0.00
C: 0.16 -0.67 1.02
C: -0.27 -0.91 2.38
H: 0.08 2.27 -1.62
H: -1.28 0.96 -1.63
H: -0.31 1.33 -3.05
H: -1.19 -1.49 2.33
H: -0.40 0.05 2.87
H: 0.52 -1.47 2.87



(2)
Molecular formula: C6H6
Method: DFT, ωB97M-V/def2-TZVPD

Calculated values
orbital gap: 0.331 Ha
spin multiplicity: 1
M: 78.1 g mol⁻¹
lowest unoccupied orbital energy: 0.776 eV
structure (SMILES): CC#CC1=CC1

Geometry (Å):
C: 2.59 0.11 -0.10
C: 1.16 -0.08 0.08
C: 0.01 -0.45 -0.07
C: -1.30 -0.17 -0.02
C: -2.15 0.88 0.00
C: -2.74 -0.50 -0.08
H: 3.27 -0.43 0.60
H: 2.97 1.12 -0.09
H: 2.92 -0.44 -0.93
H: -2.34 1.86 0.29
H: -3.33 -0.84 0.85
H: -3.10 -0.92 -0.97



Stability ranking, top entry: (2); the second entry is 62.2 kJ/mol less favorable.



(1)
Molecular formula: C6H6
Method: DFT, ωB97M-V/def2-TZVPD

Calculated values
orbital gap: 0.386 Ha
spin multiplicity: 1
M: 78.1 g mol⁻¹
lowest unoccupied orbital energy: 0.958 eV
structure (SMILES): C#CCC#CC

Geometry (Å):
C: 3.06 0.43 0.52
C: 2.21 0.02 -0.22
C: 1.15 -0.85 -0.73
C: -0.20 -0.41 -0.29
C: -1.27 0.08 0.00
C: -2.59 0.64 0.32
H: 3.80 0.53 1.28
H: 1.14 -1.04 -1.81
H: 1.56 -1.76 -0.29
H: -2.57 1.28 1.21
H: -2.98 1.24 -0.51
H: -3.31 -0.16 0.51



(2)
Molecular formula: C6H6
Method: DFT, ωB97M-V/def2-TZVPD

Calculated values
orbital gap: 0.377 Ha
spin multiplicity: 1
M: 78.1 g mol⁻¹
lowest unoccupied orbital energy: 0.983 eV
structure (SMILES): C#CC#CCC

Geometry (Å):
C: -2.20 -2.13 2.39
C: -1.69 -1.50 1.50
C: -1.09 -0.69 0.55
C: -0.55 0.09 -0.19
C: 0.21 1.08 -0.96
C: 1.68 0.65 -1.09
H: -2.65 -2.65 3.21
H: -0.24 1.23 -1.95
H: 0.14 2.04 -0.43
H: 2.25 1.39 -1.66
H: 2.12 0.54 -0.10
H: 1.75 -0.32 -1.60



Stability ranking, top entry: (2); the second entry is 58.0 kJ/mol less favorable.